<one>
Here is a gas-phase ion, C3H4NO3 (charge -1) from the Open Molecules 2025 dataset. Energies are from wB97M-V/def2-TZVPD.

ORCA input file:
```
! RIJCOSX wB97M-V def2-TZVPD def2/J DEFGRID3
* xyz -1 1
C 0.960 -0.233 1.637
N 0.635 0.185 0.386
C -0.645 -0.178 -0.223
C -0.686 0.374 -1.706
O -1.886 0.655 -2.027
O 0.348 0.552 -2.359
O 0.272 -0.880 2.441
H 2.032 0.023 1.838
H 1.355 0.596 -0.214
H -0.917 -1.225 -0.227
H -1.467 0.132 0.455
*
```

Its SMILES is O=CNCC(=O)[O-]. The gap between HOMO and LUMO comes out at 8.10 eV. Its LUMO energy is 0.1398 Ha.

Results of the natural (NBO) charge analysis, in e, for atoms 1 through 2: C 0.523; N -0.601

---

<two>
Here is a gas-phase ion, C3H4NO3 (charge -1) from the Open Molecules 2025 dataset. Energies are from wB97M-V/def2-TZVPD.

ORCA input file:
```
! RIJCOSX wB97M-V def2-TZVPD def2/J DEFGRID3
* xyz -1 1
C -1.205 1.030 0.392
C -3.391 -0.270 0.196
C 0.694 -0.359 -0.219
N -2.281 -0.140 0.590
O -1.281 1.523 -0.730
O -4.523 -0.501 -0.016
O 0.125 0.425 0.794
H -1.292 1.829 1.189
H 1.828 -0.075 -0.100
H 0.208 0.198 -1.207
H 0.406 -1.491 -0.302
*
```

Its SMILES is CO[C@@H]([O-])N=C=O. The gap between HOMO and LUMO comes out at 8.26 eV. Its LUMO energy is 0.1489 Ha.

Results of the natural (NBO) charge analysis, in e, for atoms 1 through 2: C 0.566; C 0.812

---

Most stable = <one>

---

<one>
Here is C4H7BrOS in the gas phase from the Open Molecules 2025 dataset. Energies are from wB97M-V/def2-TZVPD.

ORCA input file:
```
! RIJCOSX wB97M-V def2-TZVPD def2/J DEFGRID3
* xyz 0 1
C -0.472 0.633 -1.005
C -1.038 -0.731 -0.454
C 1.030 -0.170 0.942
C 0.559 1.140 -0.115
O -0.083 -2.641 1.112
S 0.346 -1.726 0.044
Br 0.150 2.701 1.020
H -0.030 0.285 -2.088
H -1.304 1.273 -1.196
H -1.624 -0.642 0.424
H -1.699 -1.216 -1.005
H 2.090 -0.375 1.005
H 0.516 0.031 1.979
H 1.558 1.438 -0.665
*
```

The gap between HOMO and LUMO comes out at 9.82 eV. Its LUMO energy is 0.0219 Ha.

Results of the natural (NBO) charge analysis, in e, for atoms 1 through 2: C -0.470; C -0.619

---

<two>
Here is C4H7BrOS in the gas phase from the Open Molecules 2025 dataset. Energies are from wB97M-V/def2-TZVPD.

ORCA input file:
```
! RIJCOSX wB97M-V def2-TZVPD def2/J DEFGRID3
* xyz 0 1
C 0.509 0.643 0.423
C -0.963 0.210 0.583
C 1.152 -0.302 -0.750
C -1.041 -1.257 0.645
O 1.079 -1.571 -0.321
S -2.234 -2.054 -0.315
Br -0.345 -1.951 2.244
H 0.366 1.689 -0.060
H 1.116 0.340 1.280
H -1.552 0.668 1.400
H -1.319 0.466 -0.372
H 0.518 -0.204 -1.668
H 2.238 -0.027 -0.700
H -2.000 -3.166 0.220
*
```

The gap between HOMO and LUMO (alpha / beta) comes out at 7.40 / 7.35 eV. Its LUMO energy (alpha / beta) is -0.0292 / -0.0294 Ha.

Results of the natural (NBO) charge analysis, in e, for atoms 1 through 2: C -0.427; C -0.557

---

Most stable = <one>

---

<one>
Here is C6H9NO in the gas phase from the Open Molecules 2025 dataset. Energies are from wB97M-V/def2-TZVPD.

ORCA input file:
```
! RIJCOSX wB97M-V def2-TZVPD def2/J DEFGRID3
* xyz 0 1
C -1.238 -1.226 0.228
C -0.257 0.850 0.625
C 1.287 0.961 0.428
C 1.709 -0.112 -0.603
C -1.333 1.006 -0.521
C -1.579 -0.255 -0.812
H -2.067 -1.639 0.943
H -0.582 -2.041 -0.292
H -0.742 1.294 1.540
H 1.573 0.537 1.329
H 1.734 1.971 -0.019
H 2.043 0.439 -1.524
H 1.454 -1.230 0.567
H -1.194 2.024 -1.134
H -2.153 -0.685 -1.514
N 1.762 -1.331 -0.334
O -0.417 -0.563 1.092
*
```

Its SMILES is [H]/N=C\C[C@H]1C=CCO1. The gap between HOMO and LUMO comes out at 9.97 eV. Its LUMO energy is 0.0339 Ha.

Results of the natural (NBO) charge analysis, in e, for atoms 1 through 2: C -0.110; C 0.065

---

<two>
Here is a molecular structure, C6H9NO from the Open Molecules 2025 dataset. Energies are from wB97M-V/def2-TZVPD.

ORCA input file:
```
! RIJCOSX wB97M-V def2-TZVPD def2/J DEFGRID3
* xyz 0 1
C -1.734 0.104 0.168
C 0.231 -0.994 -0.945
C 1.457 0.465 0.382
C 1.028 0.251 -1.056
C 0.455 -0.889 0.636
C -0.429 0.202 1.077
H -2.162 1.006 -0.008
H -2.772 -0.296 0.314
H -1.594 -1.292 -1.279
H 0.119 -2.057 -1.517
H 2.605 0.654 0.428
H 1.856 0.339 -1.778
H 0.535 1.125 -1.666
H 0.434 -1.847 1.197
H -0.540 0.060 2.157
N -1.245 -0.451 -1.021
O 0.524 1.328 0.966
*
```

The gap between HOMO and LUMO comes out at 9.44 eV. Its LUMO energy is 0.0331 Ha.

Results of the natural (NBO) charge analysis, in e, for atoms 1 through 2: C -0.286; C -0.080

---

Most stable = <one>

---

<one>
Here is C6H9NO in the gas phase from the Open Molecules 2025 dataset. Energies are from wB97M-V/def2-TZVPD.

ORCA input file:
```
! RIJCOSX wB97M-V def2-TZVPD def2/J DEFGRID3
* xyz 0 1
C 1.017 -1.126 -0.934
C -1.459 0.536 -0.898
C -0.060 -0.792 2.073
C 0.992 0.210 -0.268
C -0.757 0.116 1.471
C -0.367 0.755 0.150
N 2.085 0.791 -0.064
O 0.562 -1.616 2.609
H 2.026 1.710 0.373
H -1.657 0.474 1.942
H -0.262 1.838 0.325
H 0.424 -1.849 -0.377
H 0.603 -1.042 -1.937
H 2.045 -1.471 -1.005
H -2.378 1.032 -0.582
H -1.669 -0.521 -1.029
H -1.147 0.955 -1.849
*
```

Its SMILES is [H]/N=C(/C)[C@@H](C)C=C=O. The gap between HOMO and LUMO comes out at 9.86 eV. Its LUMO energy is 0.0273 Ha.

Results of the natural (NBO) charge analysis, in e, for atoms 1 through 2: C -0.682; C -0.600

---

<two>
Here is 2 unconnected molecules or ions with the total composition C6H9NO from the Open Molecules 2025 dataset. Energies are from wB97M-V/def2-TZVPD.

ORCA input file:
```
! RIJCOSX wB97M-V def2-TZVPD def2/J DEFGRID3
* xyz 0 1
C 2.305 -0.110 -1.120
C 1.425 -2.150 0.263
C 1.703 -1.102 -0.482
C -0.765 1.386 0.380
C -1.696 -0.875 -0.404
C -0.956 -0.086 0.649
N 2.548 1.045 -1.468
O -0.660 -0.655 1.670
H 1.912 -3.096 0.165
H 0.766 -2.034 1.184
H -0.873 1.970 1.284
H 0.259 1.435 0.030
H -1.594 1.704 -0.384
H -2.727 -1.213 -0.075
H -1.135 -1.819 -0.611
H -1.671 -0.298 -1.375
H 3.287 1.201 -2.111
*
```

Its SMILES is C=C=C=N.CC(C)=O. The gap between HOMO and LUMO comes out at 8.71 eV. Its LUMO energy is -0.0008 Ha.

Results of the natural (NBO) charge analysis, in e, for atoms 1 through 2: C 0.322; C -0.332

---

<three>
Here is C6H9NO in the gas phase from the Open Molecules 2025 dataset. Energies are from wB97M-V/def2-TZVPD.

ORCA input file:
```
! RIJCOSX wB97M-V def2-TZVPD def2/J DEFGRID3
* xyz 0 1
C -0.721 0.007 2.066
C 0.552 -0.391 1.498
C -1.917 -0.076 1.490
C 0.970 -0.366 0.229
C 0.226 0.134 -0.979
C 1.169 0.825 -1.957
N -0.215 -1.129 -1.554
O -1.376 -1.440 -1.384
H -0.652 0.357 3.090
H 1.278 -0.707 2.241
H -2.802 0.232 2.019
H -2.071 -0.483 0.507
H 1.963 -0.726 0.000
H -0.610 0.781 -0.679
H 2.036 0.198 -2.153
H 1.506 1.769 -1.534
H 0.664 1.015 -2.901
*
```

Its SMILES is C=C/C=C\[C@@H](C)N=O. The gap between HOMO and LUMO comes out at 8.86 eV. Its LUMO energy is -0.0036 Ha.

Results of the natural (NBO) charge analysis, in e, for atoms 1 through 2: C -0.244; C -0.191

---

<four>
Here is C6H9NO in the gas phase from the Open Molecules 2025 dataset. Energies are from wB97M-V/def2-TZVPD.

ORCA input file:
```
! RIJCOSX wB97M-V def2-TZVPD def2/J DEFGRID3
* xyz 0 1
C 0.952 -0.469 -0.268
C 0.635 -0.327 1.286
C -0.880 -0.085 1.160
C -1.380 1.250 0.942
C 0.154 0.814 -0.718
C 1.288 0.227 -1.520
H 0.837 -2.430 -0.649
H 1.137 0.553 1.679
H 0.846 -1.260 1.723
H -1.538 -0.829 1.510
H -2.339 1.612 1.253
H -0.668 2.126 1.018
H 0.432 1.738 -0.184
H 1.134 -0.430 -2.384
H 2.169 0.834 -1.590
N -1.238 0.405 -0.328
O 0.256 -1.652 -0.671
*
```

Its SMILES is O[C@]12C[C@H]3CN3[C@@H]1C2. The gap between HOMO and LUMO comes out at 8.91 eV. Its LUMO energy is 0.0340 Ha.

Results of the natural (NBO) charge analysis, in e, for atoms 1 through 2: C 0.197; C -0.410

---

Most stable = <one>

---

<one>
Here is a molecular structure, C6H9NO from the Open Molecules 2025 dataset. Energies are from wB97M-V/def2-TZVPD.

ORCA input file:
```
! RIJCOSX wB97M-V def2-TZVPD def2/J DEFGRID3
* xyz 0 1
C -1.605 0.413 1.136
C -1.089 0.613 -0.270
C 0.706 0.871 -0.068
N 0.495 -2.133 0.101
C 0.553 -0.055 -1.147
C 0.423 -1.435 -1.057
C 1.643 1.760 0.220
O -1.826 1.034 -1.134
H 0.245 -3.112 0.095
H 0.416 -1.575 0.938
H 0.811 0.343 -2.130
H 0.281 -2.029 -1.952
H -2.666 0.146 1.139
H -1.457 1.330 1.711
H -1.054 -0.371 1.653
H 2.634 1.699 -0.226
H 1.490 2.502 0.993
*
```

The gap between HOMO and LUMO comes out at 8.06 eV. Its LUMO energy is 0.0285 Ha.

Results of the natural (NBO) charge analysis, in e, for atoms 1 through 2: C -0.692; C 0.605

---

<two>
Here is 3 unconnected molecules or ions with the total composition C6H9NO from the Open Molecules 2025 dataset. Energies are from wB97M-V/def2-TZVPD.

ORCA input file:
```
! RIJCOSX wB97M-V def2-TZVPD def2/J DEFGRID3
* xyz 0 1
C 0.542 -0.406 -0.264
C -0.295 -1.652 -0.219
C 0.093 0.791 0.199
C 1.860 -0.596 1.543
C -0.931 1.107 -1.691
C -0.135 1.754 1.047
N -2.046 0.668 -2.052
O 1.976 0.034 2.555
H 1.314 -0.370 -1.030
H -2.407 -0.106 -1.484
H 2.416 -1.576 1.439
H -0.465 1.953 -2.219
H -1.104 -1.567 0.507
H 0.323 -2.512 0.054
H -0.717 -1.860 -1.206
H -0.747 2.612 0.789
H 0.325 1.727 2.032
*
```

The gap between HOMO and LUMO (alpha / beta) comes out at 7.55 / 7.55 eV. Its LUMO energy (alpha / beta) is 0.0263 / 0.0264 Ha.

Results of the natural (NBO) charge analysis, in e, for atoms 1 through 2: C -0.211; C -0.646

---

<three>
Here is C6H9NO in the gas phase from the Open Molecules 2025 dataset. Energies are from wB97M-V/def2-TZVPD.

ORCA input file:
```
! RIJCOSX wB97M-V def2-TZVPD def2/J DEFGRID3
* xyz 0 1
C 1.048 1.186 0.191
C -1.220 -1.874 0.074
C -1.544 1.332 -0.127
C 1.943 0.025 -0.043
C -0.175 -0.808 0.147
C -0.299 0.530 0.035
O 1.119 -1.222 0.199
N 3.155 -0.018 -0.291
H 3.560 -0.934 -0.465
H 1.220 1.620 1.179
H 1.221 1.969 -0.550
H -0.782 -2.818 0.390
H -2.066 -1.635 0.716
H -1.584 -1.991 -0.947
H -1.696 1.993 0.729
H -1.486 1.958 -1.019
H -2.414 0.686 -0.219
*
```

Its SMILES is [H]/N=C1/CC(C)=C(C)O1. The gap between HOMO and LUMO comes out at 9.08 eV. Its LUMO energy is 0.0326 Ha.

Results of the natural (NBO) charge analysis, in e, for atoms 1 through 2: C -0.518; C -0.668

---

<four>
Here is a molecular structure, C6H9NO from the Open Molecules 2025 dataset. Energies are from wB97M-V/def2-TZVPD.

ORCA input file:
```
! RIJCOSX wB97M-V def2-TZVPD def2/J DEFGRID3
* xyz 0 1
C 1.987 0.555 0.098
C 0.376 -0.544 -0.587
C 0.447 0.722 0.176
C -1.591 0.624 -0.224
C -1.739 -0.456 0.799
C -1.053 -0.828 -0.469
H 2.396 0.858 -0.886
H 2.685 1.107 0.859
H 2.277 -1.547 0.063
H 0.679 -0.255 -1.684
H 0.539 0.523 1.325
H -2.373 1.034 -0.950
H -2.740 -1.065 0.871
H -1.439 -0.056 1.792
H -1.536 -1.415 -1.324
N 1.599 -0.838 0.281
O -0.513 1.582 -0.140
*
```

The gap between HOMO and LUMO comes out at 10.15 eV. Its LUMO energy is 0.0402 Ha.

Results of the natural (NBO) charge analysis, in e, for atoms 1 through 2: C -0.227; C -0.096

---

Most stable = <three>

---

<one>
Here is a molecular structure, C6H9NO from the Open Molecules 2025 dataset. Energies are from wB97M-V/def2-TZVPD.

ORCA input file:
```
! RIJCOSX wB97M-V def2-TZVPD def2/J DEFGRID3
* xyz 0 1
C -1.378 -0.122 -0.092
C -0.950 1.337 0.133
C 0.359 1.138 -0.569
C 1.421 0.844 0.573
C 1.807 -0.635 0.247
C 0.681 -1.418 -0.234
H -1.963 2.172 -0.119
H -0.715 1.689 1.071
H 0.507 1.951 -1.317
H 2.327 1.530 0.137
H 0.811 0.895 1.541
H 2.399 -0.574 -0.602
H 2.412 -1.336 0.945
H 0.202 -1.717 0.711
H 1.075 -2.054 -0.916
N -0.150 -0.264 -0.675
O -2.206 -0.947 0.366
*
```

The gap between HOMO and LUMO comes out at 10.17 eV. Its LUMO energy is 0.0307 Ha.

Results of the natural (NBO) charge analysis, in e, for atoms 1 through 2: C 0.671; C -0.471

---

<two>
Here is C6H9NO in the gas phase from the Open Molecules 2025 dataset. Energies are from wB97M-V/def2-TZVPD.

ORCA input file:
```
! RIJCOSX wB97M-V def2-TZVPD def2/J DEFGRID3
* xyz 0 1
C 2.076 -0.228 1.299
C 0.921 0.107 1.789
C -0.444 0.007 0.929
C -0.248 0.698 -0.359
C -1.412 1.108 -1.283
C -0.402 -1.311 -1.696
H 2.321 -0.782 0.191
H 2.941 -0.335 1.873
H 0.787 0.374 2.968
H -1.404 0.489 1.641
H -0.816 -1.025 0.744
H 0.556 1.546 -0.187
H -2.509 0.769 -1.074
H -1.408 2.237 -1.612
H -0.864 -1.777 -2.690
N -0.446 0.115 -1.588
O 0.352 -1.992 -0.947
*
```

Its SMILES is C=CC[C@@H]1CN1C=O. The gap between HOMO and LUMO comes out at 10.26 eV. Its LUMO energy is 0.0337 Ha.

Results of the natural (NBO) charge analysis, in e, for atoms 1 through 2: C -0.403; C -0.196

---

<three>
Here is C6H9NO in the gas phase from the Open Molecules 2025 dataset. Energies are from wB97M-V/def2-TZVPD.

ORCA input file:
```
! RIJCOSX wB97M-V def2-TZVPD def2/J DEFGRID3
* xyz 0 1
C 2.020 -0.021 -0.980
C -0.323 0.431 -0.161
C 0.698 -0.425 -0.391
N -0.231 1.798 -0.343
C 0.566 -1.884 -0.093
C -1.627 -0.028 0.288
C -2.136 0.226 1.501
O 1.430 -2.702 -0.382
H 0.704 2.170 -0.197
H -0.933 2.323 0.174
H -0.352 -2.201 0.426
H -2.211 -0.591 -0.438
H 2.758 0.136 -0.187
H 2.405 -0.785 -1.664
H 1.945 0.899 -1.570
H -1.587 0.788 2.249
H -3.125 -0.133 1.767
*
```

Its SMILES is C=C/C(N)=C(/C)C=O. The gap between HOMO and LUMO comes out at 9.08 eV. Its LUMO energy is 0.0208 Ha.

Results of the natural (NBO) charge analysis, in e, for atoms 1 through 2: C -0.644; C 0.207

---

Most stable = <three>